Version a
21
Properties=species:S:1:pos:R:3:lowdin_charge:R:1 method="wB97M-V/def2-TZVPD" charge=0 lumo_ev=-0.35 homo_ev=-8.847 orbital_gap_ev=8.49 spin_multiplicity=1
H -0.95 -0.59 2.70 0.0656
N -1.44 -0.38 1.84 0.1512
C -0.74 0.10 0.92 -0.3452
C 0.98 -0.36 0.61 -0.2805
C 1.85 0.38 1.33 0.0730
C 1.15 -1.85 0.44 -0.0839
N -0.96 0.74 -0.21 -0.0549
C -2.19 1.40 -0.60 -0.0191
C 0.28 0.67 -1.05 -0.5637
N 0.00 -0.09 -2.21 0.1730
O 0.99 1.67 -1.13 0.0382
H 1.74 1.46 1.36 0.0779
H 2.69 -0.06 1.85 0.0716
H 1.64 -2.06 -0.51 0.0737
H 1.79 -2.27 1.22 0.0754
H 0.20 -2.39 0.48 0.0765
H -2.78 1.65 0.29 0.0908
H -2.78 0.74 -1.24 0.0847
H -1.91 2.29 -1.16 0.0943
H -0.31 -1.03 -2.03 0.0961
H 0.77 -0.02 -2.87 0.1054

***

Version b
21
Properties=species:S:1:pos:R:3:lowdin_charge:R:1 method="wB97M-V/def2-TZVPD" charge=0 lumo_ev=0.71 homo_ev=-8.253 orbital_gap_ev=8.96 spin_multiplicity=1 smiles="Cc1c[nH]cn1.CC(N)=O"
C -0.37 2.13 0.35 -0.0726
C 0.66 1.42 -0.33 -0.3511
C 1.58 1.89 -1.40 -0.0632
N 2.34 0.82 -1.78 0.0237
C 1.90 -0.26 -0.96 -0.1194
N 0.93 0.10 -0.06 0.0894
H -0.71 3.02 -0.23 0.1024
H 0.07 2.61 1.25 0.1010
H -1.16 1.56 0.67 0.0183
H 1.70 2.89 -1.93 0.1266
H 3.11 0.86 -2.48 0.1652
H 2.37 -1.12 -1.06 0.0497
C -2.09 -0.93 0.86 -0.0200
C -1.48 -2.23 0.48 -0.6631
N -0.40 -2.62 1.21 0.1202
O -1.99 -2.95 -0.30 0.0849
H -2.65 -0.89 1.86 0.1193
H -2.79 -0.59 0.20 0.0443
H -1.26 -0.22 1.01 0.0315
H -0.08 -3.59 1.18 0.0980
H 0.34 -1.89 1.46 0.1149

***

version b is preferred energetically. Next in line: 2.149 eV higher.

***

Version a
10
Properties=species:S:1:pos:R:3:lowdin_charge:R:1 method="wB97M-V/def2-TZVPD" charge=0 lumo_ev=0.56 homo_ev=-8.844 orbital_gap_ev=9.41 spin_multiplicity=1 smiles="N=C=CCl.C#CCl"
N 1.24 -1.56 -0.87 0.2063
C 1.38 -0.74 0.01 -0.2937
C 1.61 0.05 0.96 -0.5362
Cl 1.34 1.81 0.85 0.5422
H 0.55 -2.17 -1.12 0.0374
H 2.09 -0.30 1.84 0.0542
C -1.80 0.97 -1.09 0.0473
C -2.15 0.74 0.05 -0.7487
Cl -2.75 0.13 1.42 0.7064
H -1.52 1.08 -2.04 -0.0152

***

Version b
10
Properties=species:S:1:pos:R:3:lowdin_charge:R:1 method="wB97M-V/def2-TZVPD" charge=0 lumo_ev=-0.34 homo_ev=-9.439 orbital_gap_ev=9.10 spin_multiplicity=1
C 1.57 -1.08 0.51 -0.2833
C -1.07 -0.45 -0.66 -0.4044
C 1.08 0.26 0.75 -0.3736
C -2.33 -0.79 -0.73 -0.6810
N 1.83 -2.19 0.59 0.1847
Cl -0.74 0.31 0.99 0.9137
Cl -3.74 -0.41 0.39 0.4345
H 1.40 0.78 -0.17 0.1159
H 1.44 0.56 1.63 0.0347
H -2.74 -1.40 -1.58 0.0587

***

version a is preferred energetically. Next in line: 0.962 eV higher.